1.
Entry from OMol25: a molecular structure, C27H28N7NiO3S (ωB97M-V/def2-TZVPD).

Each line ends with the natural charge from an NBO analysis.
Positions of all 67 atoms, in Å:
Ni -0.389 -0.059 0.618  1.476
O -1.070 1.838 0.973  -0.567
N -1.294 2.145 2.178  0.192
N -1.139 1.208 3.020  0.119
O -0.766 -0.025 2.671  -0.724
C -1.306 1.485 4.414  0.160
C -1.545 2.783 4.856  -0.238
C -1.669 3.021 6.213  -0.191
C -1.554 1.978 7.123  -0.201
C -1.324 0.688 6.673  -0.197
C -1.200 0.435 5.316  -0.258
H -1.631 3.585 4.139  0.245
H -1.847 4.027 6.567  0.227
H -1.650 2.174 8.183  0.225
H -1.240 -0.125 7.381  0.224
H -1.042 -0.568 4.947  0.239
C 0.153 -4.881 0.307  -0.141
C 0.995 -4.018 -0.379  -0.242
C 0.788 -2.656 -0.266  0.045
N -0.188 -2.140 0.485  -0.541
C -1.004 -2.970 1.137  0.063
C -0.871 -4.346 1.073  -0.247
H 0.292 -5.952 0.245  0.233
H 1.799 -4.393 -0.997  0.234
H 1.405 -1.946 -0.805  0.224
H -1.783 -2.513 1.736  0.218
H -1.558 -4.981 1.614  0.238
C 4.727 1.130 2.614  -0.409
N 3.697 0.811 1.650  -0.388
C 3.843 1.058 0.233  -0.323
C 2.449 0.710 -0.286  0.674
O 2.115 0.721 -1.450  -0.604
N 1.661 0.385 0.792  -0.740
C 2.423 0.475 1.899  0.665
N 1.940 0.245 3.110  -0.782
H 5.696 0.858 2.200  0.227
H 4.587 0.560 3.531  0.209
H 4.732 2.195 2.855  0.213
H 4.607 0.428 -0.223  0.234
H 4.072 2.105 0.017  0.235
H 0.939 0.025 3.173  0.451
H 2.518 0.302 3.928  0.411
N -0.744 0.125 -1.352  -1.269
S -1.514 -0.628 -2.519  1.117
C -2.476 0.632 -3.399  -0.157
C -2.613 1.880 -2.820  -0.248
C -3.390 2.833 -3.466  -0.193
C -4.022 2.523 -4.661  -0.189
C -3.880 1.261 -5.223  -0.195
C -3.106 0.302 -4.590  -0.244
C -0.281 -0.998 -3.772  -0.269
C 0.085 -2.325 -3.939  -0.201
C 1.121 -2.635 -4.809  -0.209
C 1.777 -1.621 -5.491  -0.179
C 1.394 -0.297 -5.320  -0.209
C 0.358 0.023 -4.457  -0.142
H 0.021 0.700 -1.700  0.407
H -2.121 2.095 -1.880  0.254
H -3.505 3.816 -3.029  0.227
H -4.632 3.265 -5.159  0.226
H -4.374 1.021 -6.155  0.227
H -2.984 -0.684 -5.024  0.226
H -0.437 -3.105 -3.398  0.226
H 1.411 -3.667 -4.955  0.225
H 2.591 -1.862 -6.162  0.227
H 1.900 0.491 -5.861  0.228
H 0.054 1.054 -4.323  0.226

<S²> = 2.00
max |F| = 0.5 eV/A
HOMO-LUMO gap (alpha / beta) = 8.842 / 8.790 eV
total charge = +1
2S+1 = 3
LUMO level (alpha / beta) = -2.0 / -2.1 eV

***

2.
Entry from OMol25: a molecular structure, C36H46GeN4O5Re (ωB97M-V/def2-TZVPD).

Each line ends with the Mulliken charge.
Positions of all 93 atoms, in Å:
Re 1.013 -0.197 0.608  2.019
N 2.474 0.269 -0.897  -0.495
C 1.848 0.029 -2.229  -1.294
C 0.938 -1.177 -2.119  0.394
N -0.116 -0.954 -1.063  0.380
C -1.179 -0.058 -1.654  -0.486
C -2.552 -0.002 -0.998  -1.314
N -2.579 0.667 0.306  -0.484
C -0.668 -2.274 -0.611  -0.092
C -1.158 -2.243 0.849  -0.608
N -0.716 -0.995 1.556  -0.704
H 3.236 -0.403 -0.692  0.360
H 2.873 1.204 -0.851  0.350
H 1.303 0.930 -2.511  0.369
H 2.611 -0.158 -2.984  0.695
H 0.464 -1.404 -3.074  0.769
H 1.524 -2.047 -1.822  -0.939
H -0.763 0.947 -1.712  0.485
H -1.339 -0.415 -2.674  0.359
H -3.188 0.499 -1.735  0.611
H -2.964 -1.005 -0.881  0.413
H -2.206 1.608 0.232  0.049
H -3.536 0.751 0.630  0.261
H -1.459 -2.591 -1.294  1.045
H 0.142 -2.994 -0.692  -0.938
H -2.243 -2.307 0.917  0.462
H -0.738 -3.101 1.368  -0.023
H -1.468 -0.286 1.417  0.499
H -0.622 -1.191 2.550  0.426
C -1.204 6.346 -0.175  -0.796
O -0.234 6.305 0.878  -0.419
C 0.315 5.155 1.217  0.710
C 1.266 5.228 2.266  -1.075
C 1.893 4.100 2.672  -1.076
C 1.627 2.823 2.086  0.564
C 2.301 1.688 2.580  0.787
C 3.302 1.752 3.687  -1.988
O 2.102 0.497 2.136  -0.534
C 0.651 2.771 1.043  0.332
O 0.296 1.644 0.431  -0.088
C 0.017 3.933 0.619  -0.377
H -1.493 7.387 -0.263  0.254
H -2.074 5.743 0.085  0.339
H -0.764 6.005 -1.112  0.337
H 1.468 6.191 2.713  0.499
H 2.613 4.170 3.474  0.427
H 3.987 2.589 3.583  0.481
H 3.862 0.821 3.710  0.343
H 2.777 1.862 4.640  0.389
H -0.699 3.859 -0.186  0.451
O 3.950 -1.624 0.495  -0.700
C 3.090 -2.280 1.050  0.840
O 1.786 -1.995 0.909  -0.259
C 3.367 -3.454 1.944  -0.459
C 3.668 -4.752 1.174  -1.483
Ge 2.313 -5.478 -0.066  1.159
C 2.428 -4.472 -1.755  0.657
C 1.521 -4.683 -2.799  -0.072
C 1.680 -4.066 -4.033  -0.979
C 2.769 -3.233 -4.259  -0.557
C 3.696 -3.029 -3.246  -0.917
C 3.523 -3.642 -2.008  -0.401
C 0.533 -5.421 0.767  0.735
C -0.642 -5.548 0.020  -0.218
C -1.886 -5.617 0.634  -0.662
C -1.983 -5.571 2.019  -0.632
C -0.828 -5.467 2.782  -0.822
C 0.413 -5.396 2.158  -0.847
C 2.720 -7.323 -0.488  0.168
C 3.606 -7.631 -1.520  -0.416
C 3.926 -8.951 -1.803  -0.719
C 3.360 -9.976 -1.057  -0.551
C 2.474 -9.682 -0.031  -0.713
C 2.155 -8.361 0.252  -0.431
H 2.510 -3.582 2.601  0.021
H 4.233 -3.188 2.553  0.727
H 3.870 -5.537 1.904  0.473
H 4.596 -4.640 0.610  0.562
H 0.695 -5.373 -2.674  0.449
H 0.976 -4.264 -4.831  0.498
H 2.915 -2.779 -5.231  0.478
H 4.575 -2.422 -3.427  0.539
H 4.276 -3.481 -1.247  0.349
H -0.599 -5.624 -1.059  0.252
H -2.778 -5.740 0.033  0.503
H -2.949 -5.648 2.501  0.428
H -0.890 -5.468 3.862  0.492
H 1.300 -5.361 2.780  0.479
H 4.049 -6.840 -2.117  0.328
H 4.614 -9.181 -2.606  0.423
H 3.607 -11.006 -1.279  0.397
H 2.029 -10.481 0.548  0.425
H 1.454 -8.145 1.051  0.327

<S²> = 3.76
max |F| = 0.1 eV/A
HOMO-LUMO gap (alpha / beta) = 7.028 / 5.784 eV
total charge = +2
2S+1 = 4
LUMO level (alpha / beta) = -5.7 / -7.0 eV
ΔE to the lowest compared entry with this formula, charge and spin = 0.0 kcal per mole

***

3.
Entry from OMol25: a single C11H17NO3 molecule (ωB97M-V/def2-TZVPD).

Each line ends with the natural charge from an NBO analysis.
Positions of all 32 atoms, in Å:
C -0.496 -0.336 3.188  -0.607
C -0.683 -0.697 1.725  -0.226
C -0.204 -2.123 1.505  -0.637
C 0.061 0.372 0.899  -0.024
C -0.630 1.730 1.096  -0.422
C -0.836 2.372 -0.270  -0.420
C -0.830 1.228 -1.292  -0.231
N -0.076 0.106 -0.602  -0.434
C 1.221 -0.450 -1.323  -0.168
C 1.913 0.229 -2.410  -0.645
C 1.671 -0.373 -3.683  0.720
O 2.148 -0.327 -4.797  -0.605
O 0.583 -1.289 -3.460  -0.498
C 0.446 -1.491 -2.147  0.792
O -0.257 -2.355 -1.642  -0.615
H 0.574 -0.272 3.425  0.208
H -0.966 0.613 3.453  0.213
H -0.920 -1.110 3.832  0.223
H -1.750 -0.604 1.432  0.198
H 0.876 -2.212 1.697  0.207
H -0.720 -2.751 2.244  0.217
H -0.422 -2.513 0.503  0.254
H 1.130 0.411 1.178  0.221
H -1.617 1.570 1.536  0.209
H -0.088 2.380 1.798  0.233
H -1.774 2.932 -0.362  0.228
H -0.041 3.105 -0.459  0.220
H -1.860 0.838 -1.471  0.208
H -0.376 1.522 -2.239  0.263
H -0.777 -0.667 -0.652  0.466
H 1.930 -0.717 -0.470  0.229
H 2.770 0.875 -2.233  0.223

max |F| = 1.9 eV/A
HOMO-LUMO gap = 7.882 eV
2S+1 = 1
structure (SMILES) = CC(C)[C@@H]1CCC[N@H+]1[C@@H]1C=C([O-])OC1=O
LUMO level = 0.4 eV
ΔE to the lowest compared entry with this formula, charge and spin = 36.2 kcal per mole

***

4.
Entry from OMol25: a gas-phase ion, C29H35OSi (charge +1) (ωB97M-V/def2-TZVPD).

Each line ends with the natural charge from an NBO analysis.
Positions of all 66 atoms, in Å:
C -4.075 2.396 1.564  -0.596
C -3.215 1.842 0.417  -0.569
C -2.064 1.084 0.915  0.857
C -1.551 -0.123 0.181  -0.352
C -1.386 -1.274 1.211  -0.610
O -1.606 1.358 2.084  -0.735
Si -0.207 2.626 2.640  1.910
C -0.838 3.437 4.178  -1.172
C 1.178 1.429 2.909  -1.188
C -0.180 3.790 1.197  -1.189
H -5.019 2.793 1.182  0.239
H -4.306 1.603 2.289  0.223
H -3.549 3.207 2.091  0.213
H -3.799 1.152 -0.208  0.250
H -2.854 2.648 -0.243  0.289
H -2.343 -0.367 -0.535  0.226
H -2.332 -1.829 1.279  0.228
H -0.583 -1.959 0.918  0.257
H -1.164 -0.866 2.204  0.224
H -0.046 4.076 4.597  0.273
H -1.707 4.075 3.967  0.260
H -1.122 2.702 4.943  0.268
H 2.137 1.786 2.508  0.267
H 1.327 1.241 3.983  0.271
H 0.959 0.456 2.448  0.274
H 0.822 4.215 1.055  0.272
H -0.462 3.303 0.255  0.265
H -0.873 4.627 1.352  0.265
C 0.989 -5.682 -3.481  -0.198
C -0.176 -4.897 -3.480  -0.194
C -0.237 -3.735 -2.706  -0.222
C 0.855 -3.358 -1.895  0.003
C 0.831 -2.106 -1.105  -0.056
C -0.050 -1.121 -1.422  -0.115
C -0.310 0.114 -0.598  -0.304
C -0.295 1.282 -1.602  -0.051
C 0.748 2.209 -1.530  -0.228
C 0.858 3.210 -2.502  -0.198
C -0.007 3.211 -3.604  -0.204
C -1.021 2.246 -3.700  -0.208
C -1.190 1.303 -2.678  -0.176
C 1.754 -1.957 0.071  -0.093
C 2.531 -0.804 0.237  -0.224
C 3.375 -0.682 1.344  -0.206
C 3.382 -1.672 2.335  -0.214
C 2.607 -2.831 2.175  -0.222
C 1.806 -2.975 1.039  -0.151
C 1.988 -4.196 -1.863  -0.218
C 2.065 -5.343 -2.644  -0.204
H 1.057 -6.565 -4.119  0.224
H -1.043 -5.188 -4.080  0.222
H -1.149 -3.132 -2.713  0.206
H -0.673 -1.232 -2.307  0.205
H 0.501 0.303 0.111  0.241
H 1.445 2.163 -0.685  0.209
H 1.638 3.965 -2.396  0.226
H 0.088 3.985 -4.370  0.231
H -1.683 2.220 -4.566  0.228
H -1.987 0.562 -2.732  0.204
H 2.503 -0.020 -0.534  0.220
H 4.024 0.197 1.410  0.219
H 3.999 -1.532 3.225  0.225
H 2.631 -3.623 2.920  0.228
H 1.195 -3.875 0.902  0.223
H 2.842 -3.904 -1.231  0.223
H 2.967 -5.963 -2.609  0.226

max |F| = 2.3 eV/A
HOMO-LUMO gap = 6.633 eV
total charge = +1
2S+1 = 1
LUMO level = -3.9 eV
ΔE to the lowest compared entry with this formula, charge and spin = 0.0 kcal per mole